# 1
Density functional theory data (ωB97M-V/def2-TZVPD) for a gas-phase ion, C4H7INS (charge +1).

The geometry in XYZ format:
```
14
Properties=species:S:1:pos:R:3:forces:R:3
C -0.147555 1.313945 -1.403807 -1.1 -3.9 -2.4
C -0.384791 -0.079600 -1.198962 0.3 4.4 -1.1
C -0.488808 0.754021 1.017905 1.6 2.8 2.9
C 0.973234 -1.011713 0.520988 2.0 -2.2 0.7
N -0.315356 -0.442327 0.240317 -0.9 0.8 -0.9
S 0.103434 2.212007 0.029659 -0.5 -0.4 0.5
I -0.874694 -1.619612 -2.459840 0.1 0.1 -0.1
H -0.171982 1.768623 -2.498763 0.2 -1.0 2.7
H -1.465326 0.814983 1.430926 -1.3 0.4 -0.6
H 0.111588 0.821338 2.008370 -0.4 -0.8 -1.8
H 1.820202 -0.252963 0.371975 -1.5 -1.2 -0.3
H 0.961222 -1.281994 1.581026 0.2 0.0 -0.1
H 1.031529 -1.982471 -0.051124 0.5 1.3 0.4
H -1.152697 -1.014236 0.411331 0.7 -0.6 0.2
```
Forces are in eV/Å.

## Properties
- Max |F|: 0.0907 hartree/bohr
- Energy above the lowest of the compared OMol25 structures with the same formula, charge and spin: 0.57 kJ/mol
- Molar mass: 228.078 g/mol
- SMILES string: C[N@H+]1CSC=C1I
- Gap between HOMO and LUMO: 8.983 eV
- Charge: +1

In the Löwdin picture, each atom carries the following charge in e: atom 1 (C): -0.4253, atom 2 (C): -0.8401, atom 3 (C): -0.3746, atom 4 (C): -0.0371, atom 5 (N): -0.2777, atom 6 (S): 0.9806, atom 7 (I): 1.0356, atom 8 (H): 0.1446, atom 9 (H): 0.1008, atom 10 (H): 0.1425, atom 11 (H): 0.1549, atom 12 (H): 0.1124, atom 13 (H): 0.1073, atom 14 (H): 0.1762


# 2
Density functional theory data (ωB97M-V/def2-TZVPD) for a molecular structure, C13H12BF10N3O2PPtSe.

The geometry in XYZ format:
```
44
Properties=species:S:1:pos:R:3:forces:R:3
Pt -0.976933 -0.151130 1.161074 0.0 -0.2 0.1
C -1.761982 4.179176 1.038092 0.0 0.0 0.0
C -1.031980 2.918211 0.715999 0.0 0.0 0.0
O -1.663873 1.859013 0.700857 0.0 0.1 -0.1
C 0.407828 3.070082 0.414194 0.0 0.0 0.0
C 1.202165 2.150763 -0.157211 -0.1 0.1 0.0
C 2.620668 2.326584 -0.557551 0.0 0.0 0.0
N 0.561724 0.916070 -0.389637 0.1 0.0 0.0
N 0.865898 0.257423 -1.381627 -0.1 0.0 0.1
C 0.009132 -0.914754 -1.434021 0.1 0.0 -0.1
O -0.939597 -1.056703 -0.650442 -0.1 0.0 0.1
C 0.245250 -1.839666 -2.516493 0.0 0.0 0.0
C -0.599158 -2.948014 -2.657418 0.0 0.0 0.0
C -0.357083 -3.859603 -3.663795 0.0 0.0 0.0
C 0.724863 -3.675524 -4.519545 0.0 0.0 0.0
C 1.568932 -2.582389 -4.375928 0.0 0.0 0.0
C 1.333097 -1.656987 -3.376416 0.0 0.0 0.0
H -2.822631 3.980164 1.149788 0.0 0.0 0.0
H -1.577445 4.929541 0.267109 0.0 0.0 0.0
H -1.369391 4.568512 1.980925 0.0 0.0 0.0
H 0.815130 4.055363 0.599426 0.0 0.0 0.0
H 2.958035 3.336165 -0.338177 0.0 0.0 0.0
H 2.734788 2.124559 -1.623094 0.0 0.0 0.0
H 3.225963 1.604046 -0.008636 0.0 0.0 0.0
H -1.424780 -3.085563 -1.972003 0.0 0.0 0.0
H -1.002420 -4.719296 -3.779324 0.0 0.0 0.0
H 0.914284 -4.397246 -5.303607 0.0 0.0 0.0
H 2.412349 -2.455978 -5.040378 0.0 0.0 0.0
H 1.985989 -0.807442 -3.245071 0.0 0.0 0.0
F -3.235074 0.810594 2.928317 0.0 0.0 0.0
P -2.269651 1.097744 4.168790 0.0 0.0 0.0
F -2.072182 2.594185 3.632243 0.0 0.0 0.0
F -3.425176 1.459575 5.160115 0.0 0.0 0.0
F -2.269712 -0.462804 4.499834 0.0 0.0 0.0
F -0.862367 0.671584 2.981867 0.1 0.0 0.0
F -1.094974 1.322227 5.200119 0.0 0.0 0.0
F 2.212693 0.101136 1.443481 0.0 0.0 0.0
B 2.362002 -1.309875 1.425500 0.0 0.1 0.1
F 1.753254 -1.828599 2.585409 0.0 0.0 -0.1
F 1.633505 -1.799153 0.285726 0.0 0.0 0.0
F 3.683494 -1.663498 1.327133 0.0 0.0 0.0
Se -0.908625 -2.228647 2.164929 -0.1 0.1 0.0
C -1.966253 -3.137933 0.950343 0.0 0.0 0.0
N -2.599757 -3.751913 0.209102 0.0 0.0 0.0
```
Forces are in eV/Å.

## Properties
- Max |F|: 0.0035 hartree/bohr
- Energy above the lowest of the compared OMol25 structures with the same formula, charge and spin: 39.96 kJ/mol
- Molar mass: 748.062 g/mol
- Gap between HOMO and LUMO (spin up / spin down): 7.013 / 6.505 eV
- Spin multiplicity: 2
- Charge: 0

In the Löwdin picture, each atom carries the following charge in e: atom 1 (Pt): 1.1053, atom 2 (C): 0.0030, atom 3 (C): -0.3787, atom 4 (O): -0.0797, atom 5 (C): 0.0636, atom 6 (C): -0.2511, atom 7 (C): 0.0005, atom 8 (N): 0.0055, atom 9 (N): 0.1877, atom 10 (C): -0.3072, atom 11 (O): -0.1361, atom 12 (C): -0.1436, atom 13 (C): 0.0164, atom 14 (C): -0.0461, atom 15 (C): -0.0472, atom 16 (C): -0.0542, atom 17 (C): 0.0029, atom 18 (H): 0.0993, atom 19 (H): 0.0994, atom 20 (H): 0.1045, atom 21 (H): 0.1294, atom 22 (H): 0.0915, atom 23 (H): 0.0900, atom 24 (H): 0.0952, atom 25 (H): 0.0963, atom 26 (H): 0.1140, atom 27 (H): 0.1120, atom 28 (H): 0.1107, atom 29 (H): 0.1135, atom 30 (F): -0.1480, atom 31 (P): 0.2160, atom 32 (F): -0.1238, atom 33 (F): -0.0751, atom 34 (F): -0.1508, atom 35 (F): -0.4055, atom 36 (F): -0.0960, atom 37 (F): 0.0864, atom 38 (B): -1.2662, atom 39 (F): 0.0269, atom 40 (F): 0.0547, atom 41 (F): 0.1578, atom 42 (Se): 1.0485, atom 43 (C): -0.6267, atom 44 (N): 0.1049


# 3
Density functional theory data (ωB97M-V/def2-TZVPD) for a single C6H12N3O4P molecule.

The geometry in XYZ format:
```
26
Properties=species:S:1:pos:R:3:forces:R:3
C -0.464683 0.945743 1.763118 1.4 -1.4 -0.8
C 2.052441 0.703596 0.609884 -1.2 -0.6 1.1
C -2.772795 1.315614 1.411092 1.0 -2.3 -4.4
C 2.478506 -2.731393 -0.859213 0.1 0.9 2.5
C 0.539876 0.683449 -2.440163 1.2 -0.1 2.3
C -1.711644 0.279122 1.964373 -1.1 0.6 -4.5
N 0.362671 1.781215 1.915590 -1.1 0.2 0.1
N 1.575769 1.799688 1.438893 0.8 1.9 0.6
N 1.107796 -0.220419 0.600285 -0.8 0.2 0.4
O 3.194119 0.732328 0.262674 1.4 0.3 -1.0
O -0.596841 -1.966344 0.170998 -3.7 -2.8 2.0
O 1.367645 -2.000181 -1.426604 0.9 1.4 0.6
O -0.206403 -0.193987 -1.567245 -1.9 -0.1 -1.3
P 0.371903 -1.179649 -0.473169 3.8 2.7 -3.0
H -2.580094 1.508722 0.236650 0.1 -0.5 2.6
H -2.709856 2.238478 1.832775 0.0 2.5 1.6
H -3.771078 0.950544 1.336338 -0.7 -0.5 0.7
H 3.530908 -2.394293 -1.157759 -1.8 -0.2 0.0
H 2.178754 -3.675634 -1.252983 1.0 -1.3 0.4
H 2.443963 -2.649043 0.351100 0.1 -0.5 -2.9
H -0.060665 1.544551 -2.803684 0.0 -1.3 -0.4
H 1.243106 0.101515 -3.097070 -1.2 0.8 0.2
H 1.126801 1.149907 -1.645734 1.0 0.6 -0.7
H -1.744593 -0.653808 1.250840 0.3 1.2 1.8
H -1.782134 0.168724 2.977252 -0.6 -1.1 2.6
H 1.889869 2.761334 1.458798 1.0 -0.5 -0.4
```
Forces are in eV/Å.

## Properties
- Max |F|: 0.1075 hartree/bohr
- Energy above the lowest of the compared OMol25 structures with the same formula, charge and spin: 139.66 kJ/mol
- Molar mass: 221.153 g/mol
- Gap between HOMO and LUMO: 9.501 eV
- Charge: 0

In the Löwdin picture, each atom carries the following charge in e: atom 1 (C): -0.0077, atom 2 (C): -0.6211, atom 3 (C): -0.0604, atom 4 (C): -0.1000, atom 5 (C): -0.0633, atom 6 (C): -0.1342, atom 7 (N): 0.0955, atom 8 (N): 0.0712, atom 9 (N): 0.0366, atom 10 (O): 0.0706, atom 11 (O): -0.2172, atom 12 (O): -0.2541, atom 13 (O): -0.2576, atom 14 (P): 0.2714, atom 15 (H): 0.1346, atom 16 (H): 0.0275, atom 17 (H): 0.0585, atom 18 (H): 0.1030, atom 19 (H): 0.0655, atom 20 (H): 0.1304, atom 21 (H): 0.0984, atom 22 (H): 0.1095, atom 23 (H): 0.0558, atom 24 (H): 0.1455, atom 25 (H): 0.0898, atom 26 (H): 0.1519


# 4
Density functional theory data (ωB97M-V/def2-TZVPD) for 2 unconnected molecules or ions with the total composition C8H14O2Si.

The geometry in XYZ format:
```
25
Properties=species:S:1:pos:R:3:forces:R:3
C 1.908768 -0.095537 0.793099 -1.0 1.0 0.7
C 0.850099 0.708300 1.118776 1.5 -0.6 -0.8
C 1.665905 -1.070144 -0.312036 0.0 -0.1 -0.6
C 2.150109 -1.022941 2.010307 0.1 0.2 0.2
C 0.043839 -0.057885 2.138011 -0.3 -0.2 0.1
C 0.608381 -1.933557 0.474984 -0.1 -0.1 0.0
C 0.691329 -1.463549 1.959988 -0.1 -0.1 0.2
C -1.590178 0.933368 -2.473729 0.1 0.5 0.0
O -2.268340 3.477829 -1.338023 -0.9 0.2 0.0
O 0.117183 3.400798 -2.343906 -0.1 0.5 -0.5
Si -1.005471 2.496459 -1.576840 0.5 -1.5 0.8
H 1.238164 -0.617774 -1.204283 0.0 0.0 0.0
H 2.542892 -1.660112 -0.586451 0.0 0.1 0.0
H 2.872605 -1.815198 1.816607 0.1 0.0 -0.1
H 2.421844 -0.487712 2.917137 0.0 0.0 0.1
H 0.133936 0.292081 3.169634 0.0 0.1 0.0
H -1.009742 -0.014107 1.858501 -0.1 0.1 0.1
H -0.392094 -1.779698 0.069176 0.0 -0.1 -0.1
H 0.850630 -2.994466 0.411934 0.0 0.0 0.0
H 0.347069 -2.225731 2.663353 0.0 0.0 0.0
H -1.959676 1.185855 -3.465034 -0.1 0.1 -0.2
H -0.793912 0.204962 -2.581649 0.2 -0.1 0.1
H -2.400852 0.466688 -1.925031 -0.1 0.0 0.2
H -2.194120 4.419805 -1.477751 0.1 0.2 0.0
H 0.992412 3.062440 -2.503676 0.4 -0.2 0.0
```
Forces are in eV/Å.

## Properties
- Max |F|: 0.0343 hartree/bohr
- Energy above the lowest of the compared OMol25 structures with the same formula, charge and spin: 496.94 kJ/mol
- Molar mass: 170.284 g/mol
- Gap between HOMO and LUMO (spin up / spin down): 7.771 / 6.542 eV
- Charge: 0

In the Löwdin picture, each atom carries the following charge in e: atom 1 (C): -0.2339, atom 2 (C): 0.0474, atom 3 (C): -0.1493, atom 4 (C): -0.1173, atom 5 (C): -0.1642, atom 6 (C): -0.1265, atom 7 (C): -0.2983, atom 8 (C): -0.1931, atom 9 (O): -0.1567, atom 10 (O): -0.1635, atom 11 (Si): 0.4389, atom 12 (H): 0.0885, atom 13 (H): 0.1027, atom 14 (H): 0.1148, atom 15 (H): 0.1098, atom 16 (H): 0.1082, atom 17 (H): 0.1040, atom 18 (H): 0.1068, atom 19 (H): 0.1069, atom 20 (H): 0.1302, atom 21 (H): 0.0251, atom 22 (H): 0.0034, atom 23 (H): 0.0201, atom 24 (H): 0.0534, atom 25 (H): 0.0427